[1]
The following is a quantum chemistry calculation of a molecular structure, C10H20BF4N2NaO3S, from the OMol25 dataset.

Computed properties:
- HOMO-LUMO gap: 7.94 eV
- HOMO energy: -7.877 eV
- Maximum force: 0.36 eV/A
- Energy above the lowest of the compared OMol25 structures with the same formula, charge and spin: 0.000 eV
- Charge: 0

Each line ends with the Löwdin charge.
Element x y z (Å)
Na 0.1060 1.3624 0.0271  0.488
C -2.7840 0.4491 -1.2251  -0.063
O -1.3785 0.3029 -1.3839  -0.233
C -0.9480 0.4555 -2.7238  -0.185
C 0.5601 0.4802 -2.7705  -0.175
O 0.9922 1.6645 -2.1057  -0.160
C 2.4035 1.8307 -1.9964  -0.152
C 2.9961 1.1849 -0.7625  -0.206
O 2.3387 1.6834 0.3923  -0.221
C 2.9646 1.2466 1.5976  -0.063
H -3.3156 -0.2983 -1.8236  0.093
H -3.1048 1.4481 -1.5349  0.101
H -2.9973 0.3066 -0.1686  0.087
H -1.3532 1.3845 -3.1431  0.138
H -1.3208 -0.3798 -3.3316  0.135
H 0.8755 0.5109 -3.8196  0.137
H 0.9756 -0.4097 -2.2854  0.082
H 2.5722 2.9075 -1.9816  0.137
H 2.8991 1.4192 -2.8824  0.135
H 4.0641 1.4316 -0.7177  0.136
H 2.8964 0.0940 -0.7913  0.073
H 3.9729 1.6642 1.6687  0.094
H 3.0159 0.1540 1.6221  0.083
H 2.3488 1.6008 2.4201  0.089
C -0.0350 -1.9050 2.7472  -0.010
N -0.7638 -2.2240 1.5269  -0.109
C -2.1186 -2.4961 1.4474  -0.053
C -2.3940 -2.8193 0.1699  -0.079
N -1.1956 -2.7333 -0.5163  0.064
C -0.1931 -2.3560 0.3123  -0.806
S 1.4332 -2.1393 -0.1149  0.603
H -0.6081 -2.2854 3.5899  0.100
H 0.0823 -0.8289 2.8530  0.073
H 0.9326 -2.3984 2.7015  0.074
H -2.7584 -2.3976 2.3060  0.130
H -3.3208 -3.0835 -0.3057  0.115
H -1.0241 -2.9118 -1.4889  0.145
F -1.2299 2.4099 1.3405  0.055
B -1.3866 1.6236 2.5392  -1.207
F -0.0705 1.2868 2.9516  0.087
F -2.0744 2.3282 3.4939  0.160
F -2.0547 0.4361 2.1665  0.106

=====

[2]
The following is a quantum chemistry calculation of 2 unconnected molecules or ions with the total composition C10H20INO5, from the OMol25 dataset.

Computed properties:
- HOMO-LUMO gap: 5.49 eV
- HOMO energy: -6.576 eV
- Maximum force: 2.49 eV/A
- Energy above the lowest of the compared OMol25 structures with the same formula, charge and spin: 2.705 eV
- Charge: 0

Each line ends with the Löwdin charge.
Element x y z (Å)
C 1.0244 1.5439 0.4143  -0.047
C 1.5958 0.4739 -0.4706  -0.258
O 1.0568 -0.7723 -0.0409  -0.130
C 1.1440 -1.7927 -1.0075  -0.170
C -0.0339 -1.6959 -1.9479  -0.124
O -1.2360 -1.5501 -1.1829  -0.112
N -1.5272 -0.1949 -0.9599  -0.096
C -2.1700 0.4930 -2.1204  -0.111
C -1.6574 1.9381 -2.2209  -0.026
C -2.2914 -0.0958 0.3012  -0.076
C -3.7040 -0.6877 0.2343  -0.803
O -4.6644 0.0459 0.3486  0.012
I -4.0286 -2.7783 -0.0471  0.928
H 1.1153 1.2603 1.4645  0.058
H -0.0357 1.7108 0.1946  0.038
H 1.5306 2.4890 0.2661  0.100
H 2.6784 0.4742 -0.4114  0.131
H 1.3351 0.6972 -1.5167  0.110
H 2.0524 -1.6454 -1.5963  0.136
H 1.2514 -2.7678 -0.5567  0.135
H -0.1357 -2.6087 -2.5196  0.139
H 0.1345 -0.9012 -2.6694  0.123
H -0.6293 0.2771 -0.7670  0.116
H -3.2474 0.4688 -2.0578  0.126
H -1.8808 0.0006 -3.0351  0.128
H -1.4054 2.3307 -1.2466  0.069
H -2.4584 2.5414 -2.6244  0.089
H -0.7875 1.9938 -2.8591  0.086
H -1.7252 -0.6376 1.0517  0.154
H -2.3593 0.9263 0.6413  0.149
C 3.2436 -0.6921 4.2422  -0.052
C 2.7078 0.4185 3.3177  -0.787
O 3.4899 0.8610 2.4465  -0.089
O 1.5180 0.7703 3.5157  -0.115
H 4.2766 -0.9426 4.0016  0.053
H 3.1939 -0.3635 5.2813  0.059
H 2.6292 -1.5884 4.1365  0.055

=====

[3]
The following is a quantum chemistry calculation of a gas-phase ion, C10H20N2O3P (charge +1), from the OMol25 dataset.

Computed properties:
- HOMO-LUMO gap: 8.40 eV
- HOMO energy: -12.903 eV
- Maximum force: 6.11 eV/A
- Energy above the lowest of the compared OMol25 structures with the same formula, charge and spin: 7.428 eV
- Charge: +1

Each line ends with the Löwdin charge.
Element x y z (Å)
C 4.1725 -1.4656 0.8726  -0.112
C 2.5733 -1.4752 0.6363  -0.253
C 1.8805 -0.1138 1.1521  -0.197
C 1.7500 1.0482 0.0401  -0.362
C 2.8109 0.9211 -1.1728  -0.087
P -0.0153 1.2920 -0.6283  1.037
O -0.1607 2.9828 -0.9153  -0.148
C -1.3218 0.8879 0.6770  -0.133
C -2.8363 1.1162 0.1989  -0.378
O -3.3009 2.2953 0.3199  0.041
N -3.7500 0.0941 -0.3159  -0.171
C -4.9250 -0.1392 0.5793  -0.076
C -3.0583 -1.1697 -0.7119  -0.093
O -0.2939 0.5513 -2.1443  -0.119
C 0.0407 -0.8357 -1.9796  -0.275
N 0.4192 -1.9524 -2.2538  0.234
H 4.4019 -1.8465 1.9274  0.087
H 4.5957 -0.4069 0.6816  0.071
H 4.6398 -2.1945 0.1106  0.090
H 2.3105 -1.7349 -0.4466  0.072
H 2.1434 -2.3241 1.2929  0.119
H 2.5655 0.3072 1.9878  0.135
H 0.9019 -0.3996 1.6696  0.092
H 2.0109 2.0423 0.5806  0.141
H 3.8637 1.1625 -0.7880  0.103
H 2.7405 -0.0659 -1.7428  0.087
H 2.5551 1.7599 -1.9333  0.101
H 0.3080 3.4417 -0.1654  0.111
H -1.1856 -0.1511 1.1558  0.102
H -1.1404 1.6422 1.5400  0.146
H -5.3747 0.8434 0.9924  0.115
H -4.7368 -0.9151 1.4036  0.104
H -5.7598 -0.5779 -0.0958  0.112
H -2.6411 -1.0713 -1.7820  0.097
H -3.8833 -1.9803 -0.7885  0.116
H -2.3000 -1.5685 0.0457  0.089

=====

[4]
The following is a quantum chemistry calculation of C10H20N2O3S in the gas phase, from the OMol25 dataset.

Computed properties:
- HOMO-LUMO gap: 8.53 eV
- HOMO energy: -7.907 eV
- Maximum force: 17.79 eV/A
- SMILES string: CCCNC(=O)N[C@@H](CCSC)C(=O)OC
- Energy above the lowest of the compared OMol25 structures with the same formula, charge and spin: 11.856 eV
- Charge: 0

Each line ends with the Löwdin charge.
Element x y z (Å)
C 4.3196 1.6903 -0.0461  -0.112
C 5.1949 0.5001 0.4407  -0.182
C 4.4601 -0.8614 0.0358  -0.199
N 3.0913 -1.1461 0.4319  0.052
C 1.9165 -1.0023 -0.1744  -0.808
O 1.9428 -1.0308 -1.2699  0.179
N 0.7559 -0.9424 0.3350  0.118
C -0.4343 -0.7480 -0.2322  -0.306
C -1.4025 -1.6635 0.0831  -0.221
C -2.8094 -1.6033 -0.5545  -0.434
S -3.6414 0.0593 -0.4102  0.822
C -4.1722 -0.0889 1.4575  -0.233
C -1.0122 0.8829 0.2312  -0.743
O -1.2892 1.0567 1.2653  0.185
O -0.9207 1.3677 -0.9036  0.058
C -1.3731 2.9546 -0.4725  0.166
H 4.7316 2.5006 0.1069  -0.048
H 3.2192 1.6442 0.2602  0.100
H 4.2554 1.8153 -1.1762  0.103
H 6.2248 0.6123 0.0413  0.111
H 5.1156 0.6317 1.5543  0.103
H 4.3266 -0.7978 -1.0733  0.130
H 4.9912 -1.6803 0.3055  0.066
H 2.9853 -0.9253 1.6529  0.237
H 0.7142 -0.7602 1.3557  0.177
H -0.3014 -0.7536 -1.2154  0.115
H -1.0272 -2.5922 -0.0580  0.086
H -1.8129 -1.7170 1.3239  0.195
H -3.5346 -2.4421 -0.4999  0.092
H -2.6796 -1.6123 -1.5823  0.028
H -3.2557 0.2898 1.6612  -0.069
H -4.8159 0.6130 1.4164  -0.077
H -4.4666 -1.3200 1.5067  0.140
H -2.4968 2.8589 -0.6187  0.110
H -1.0950 3.4668 -1.1870  -0.020
H -0.9779 3.0396 0.5097  0.081

=====

[5]
The following is a quantum chemistry calculation of 2 unconnected molecules or ions with the total composition C10H20N2O4, from the OMol25 dataset.

Computed properties:
- HOMO-LUMO gap: 9.30 eV
- HOMO energy: -9.302 eV
- Maximum force: 5.82 eV/A
- Energy above the lowest of the compared OMol25 structures with the same formula, charge and spin: 5.908 eV
- Charge: 0

Each line ends with the Löwdin charge.
Element x y z (Å)
C -1.0098 -0.8502 0.2236  -0.297
C 0.4872 -0.1744 0.2436  -0.419
C -1.8636 0.5124 0.1144  -0.175
C -3.2313 0.4465 -0.4110  -0.527
C -4.1376 0.2729 0.8552  -0.084
C -3.3938 -0.6105 -1.3951  -0.110
C 2.5755 -0.0560 -0.8978  -0.242
C 3.0759 -1.3397 -0.2692  -0.472
C 3.2521 1.0183 -0.0292  -0.426
C 2.5600 2.3726 -0.1745  -0.026
H -1.1498 -0.9457 2.2875  0.106
H -0.4908 -2.2845 1.5697  0.093
H -1.1004 -1.5660 -0.6838  0.121
H -1.3145 1.1048 -0.6759  0.126
H -1.9771 1.0574 1.1070  0.132
H -3.4211 1.5438 -0.8204  0.169
H -5.1240 0.1679 0.5757  0.024
H -3.9002 -0.7696 1.0776  0.064
H -3.9593 0.9096 1.8821  0.139
H -2.6504 -1.6056 -1.2630  0.120
H -4.5165 -0.9460 -1.4757  0.117
H -2.9036 -0.1714 -2.3268  0.099
H 0.9760 -1.3482 -1.5127  0.315
H 2.9151 -0.0560 -2.0005  0.188
H 4.2711 1.1096 -0.4069  0.142
H 2.8570 0.6062 1.7038  0.060
H 3.2311 3.2369 0.2558  0.123
H 2.2564 2.5471 -1.1792  0.066
H 1.6930 2.3487 0.5110  0.075
H 4.7291 -2.1140 0.2622  0.140
N -1.2610 -1.5864 1.4481  0.034
N 1.1367 -0.0444 -0.9471  0.089
O 0.9997 0.1973 1.3433  0.022
O 2.2853 -2.1922 0.0508  0.111
O 3.6593 0.5510 1.2125  -0.010
O 4.4445 -1.3418 -0.2550  0.114

=====

[6]
The following is a quantum chemistry calculation of a gas-phase ion, C10H20N3 (charge +1), from the OMol25 dataset.

Computed properties:
- HOMO-LUMO gap: 9.65 eV
- HOMO energy: -12.444 eV
- Maximum force: 6.88 eV/A
- SMILES string: C=C1CC[C@@H](C[NH2+]/C=N/N)C1(C)C
- Energy above the lowest of the compared OMol25 structures with the same formula, charge and spin: 4.425 eV
- Charge: +1

Each line ends with the Löwdin charge.
Element x y z (Å)
C 0.6234 1.9934 -0.0623  0.049
C -0.1519 0.9817 -0.4017  -0.298
C -0.1425 0.3748 -1.7423  -0.201
C -0.9083 -0.9076 -1.8288  -0.135
C -1.1671 -1.1798 -0.3370  -0.216
C -0.0723 -2.1141 0.3357  -0.046
N 1.2926 -1.6118 0.0168  0.095
C 1.9508 -0.5002 0.6826  -0.132
N 2.9947 0.0941 0.1186  -0.005
N 3.5872 1.1475 0.6766  0.064
C -1.2750 0.2091 0.3516  -0.470
C -2.5383 0.9023 -0.0609  -0.034
C -1.2873 0.2958 1.9003  -0.010
H 0.6642 2.2345 0.9437  0.046
H 1.3662 2.4605 -0.7968  0.119
H 0.8776 0.3289 -2.1224  0.119
H -0.4658 1.0408 -2.5903  0.156
H -1.8205 -0.9125 -2.4186  0.125
H -0.1859 -1.6626 -2.3193  0.146
H -2.1983 -1.6979 -0.1829  0.183
H -0.2108 -1.9766 1.4809  0.160
H -0.1878 -3.1081 0.1624  0.100
H 1.7944 -2.4637 -0.0575  0.168
H 1.0928 -1.3650 -0.9927  0.149
H 1.5432 -0.0220 1.5415  0.111
H 3.1284 1.6569 1.3970  0.098
H 4.1868 1.6032 0.0146  0.113
H -3.4936 0.4353 0.3672  0.133
H -2.6692 1.0381 -1.1519  0.111
H -2.3890 1.8292 0.3739  0.067
H -1.3856 1.3066 2.2388  0.092
H -0.4153 -0.0308 2.3268  0.025
H -2.1376 -0.3799 2.1363  0.117